[1]
{
  "formula": "C22H31N5O4",
  "method": "ωB97M-V/def2-TZVPD",
  "largest_force_ev_per_a": 0.85,
  "energy_ha": -1431.67167,
  "smiles": "COc1cccc(CN2CCNC(=O)[C@H]2CC(=O)NCCn2nc(C)cc2C)c1OC",
  "species": ["C", "O", "C", "C", "C", "C", "C", "C", "N", "C", "C", "N", "C", "O", "C", "C", "C", "O", "N", "C", "C", "N", "N", "C", "C", "C", "C", "C", "C", "O", "C", "H", "H", "H", "H", "H", "H", "H", "H", "H", "H", "H", "H", "H", "H", "H", "H", "H", "H", "H", "H", "H", "H", "H", "H", "H", "H", "H", "H", "H", "H", "H"],
  "xyz": [[-0.700, -3.637, 0.460], [0.368, -3.004, 1.128], [1.478, -2.690, 0.386], [1.811, -3.385, -0.769], [2.932, -3.057, -1.506], [3.729, -2.007, -1.104], [3.419, -1.290, 0.041], [4.244, -0.073, 0.379], [3.825, 1.023, -0.487], [4.756, 2.111, -0.619], [4.610, 3.126, 0.522], [3.261, 3.630, 0.456], [2.221, 2.916, 0.000], [1.117, 3.430, -0.131], [2.445, 1.434, -0.265], [1.557, 0.941, -1.434], [0.237, 0.334, -0.988], [-0.137, -0.774, -1.330], [-0.473, 1.131, -0.165], [-1.805, 0.777, 0.255], [-2.853, 1.219, -0.784], [-4.170, 0.767, -0.444], [-5.054, 1.631, 0.063], [-6.161, 0.947, 0.290], [-7.379, 1.589, 0.853], [-5.981, -0.398, -0.077], [-4.686, -0.482, -0.543], [-3.929, -1.657, -1.050], [2.301, -1.632, 0.809], [2.119, -0.859, 1.931], [0.946, -0.948, 2.709], [-1.557, -3.546, 1.128], [-0.909, -3.138, -0.490], [-0.500, -4.700, 0.287], [1.182, -4.195, -1.101], [3.168, -3.616, -2.399], [4.591, -1.717, -1.684], [4.146, 0.167, 1.447], [5.294, -0.282, 0.160], [4.549, 2.624, -1.566], [5.771, 1.715, -0.654], [4.793, 2.633, 1.485], [5.314, 3.953, 0.413], [3.078, 4.600, 0.673], [2.088, 0.958, 0.659], [2.109, 0.182, -1.986], [1.334, 1.774, -2.106], [-0.163, 2.097, -0.065], [-1.843, -0.311, 0.358], [-2.019, 1.243, 1.219], [-2.563, 0.827, -1.764], [-2.892, 2.309, -0.831], [-7.185, 2.643, 1.026], [-8.215, 1.488, 0.163], [-7.658, 1.116, 1.795], [-6.699, -1.191, -0.012], [-3.570, -2.264, -0.217], [-4.582, -2.281, -1.658], [-3.071, -1.357, -1.645], [0.841, -1.930, 3.173], [0.055, -0.725, 2.120], [1.067, -0.190, 3.485]]
}

---

[2]
{
  "formula": "C22H31N6O9PmS",
  "method": "ωB97M-V/def2-TZVPD",
  "multiplicity": 5,
  "largest_force_ev_per_a": 3.93,
  "energy_ha": -2869.28009,
  "species": ["Pm", "C", "N", "C", "C", "O", "C", "O", "C", "C", "O", "N", "C", "C", "H", "H", "H", "H", "H", "H", "H", "H", "H", "H", "H", "H", "H", "H", "H", "H", "N", "C", "C", "C", "O", "O", "H", "H", "H", "H", "H", "H", "O", "S", "O", "O", "O", "C", "C", "N", "C", "C", "C", "C", "C", "C", "C", "C", "N", "C", "N", "H", "H", "H", "H", "H", "H", "H", "H", "H"],
  "xyz": [[1.111, 0.046, -1.299], [3.055, 3.356, 1.714], [3.011, 1.987, 2.200], [3.963, 1.668, 3.327], [2.183, 1.162, 1.578], [1.521, 1.499, 0.541], [2.021, -0.273, 1.879], [2.259, -1.085, 0.726], [2.324, -2.499, 0.689], [1.989, -2.846, -0.755], [2.131, -1.921, -1.598], [1.587, -4.072, -1.054], [1.145, -4.435, -2.392], [1.393, -5.178, -0.088], [2.513, 4.005, 2.384], [2.618, 3.286, 0.726], [4.143, 3.609, 1.606], [4.174, 2.580, 4.001], [4.952, 1.450, 2.882], [3.598, 0.817, 3.908], [0.939, -0.459, 2.100], [2.690, -0.542, 2.666], [1.569, -3.006, 1.350], [3.345, -2.862, 0.991], [0.175, -4.868, -2.238], [1.758, -5.225, -2.750], [1.093, -3.577, -3.057], [0.400, -5.605, -0.251], [1.415, -4.828, 0.931], [2.223, -5.880, -0.264], [0.367, 2.114, -3.042], [1.282, 3.006, -3.740], [2.561, 2.219, -4.159], [3.286, 1.491, -2.957], [4.175, 2.049, -2.310], [2.914, 0.282, -2.797], [-0.051, 1.460, -3.734], [-0.454, 2.602, -2.680], [1.473, 3.889, -3.075], [0.854, 3.360, -4.693], [3.282, 2.802, -4.678], [2.296, 1.424, -4.829], [-0.832, -1.318, -0.304], [-1.455, -0.845, -1.622], [-2.745, -1.390, -1.896], [-0.352, -1.254, -2.584], [-1.434, 0.655, -1.587], [-2.416, 3.630, 2.865], [-1.336, 3.205, 2.012], [-1.455, 2.235, 1.140], [-2.676, 1.699, 0.949], [-3.709, 2.053, 1.752], [-3.638, 3.096, 2.668], [-5.036, 1.436, 1.552], [-5.393, 0.163, 1.225], [-4.517, -0.951, 0.897], [-4.985, -1.937, -0.046], [-4.078, -2.984, -0.342], [-3.084, -3.201, 0.451], [-2.651, -2.212, 1.220], [-3.333, -1.138, 1.418], [-2.259, 4.260, 3.719], [-0.346, 3.618, 2.174], [-2.750, 0.913, 0.223], [-4.565, 3.418, 3.208], [-5.885, 2.139, 1.837], [-6.432, -0.148, 1.139], [-5.913, -2.053, -0.499], [-4.293, -3.740, -1.092], [-1.716, -2.351, 1.766]]
}

---

[3]
{
  "formula": "C22H32BBrCl2FO6S",
  "method": "ωB97M-V/def2-TZVPD",
  "largest_force_ev_per_a": 3.17,
  "energy_ha": -5326.37612,
  "charge": -1,
  "species": ["C", "C", "C", "Cl", "C", "F", "O", "B", "C", "C", "C", "C", "S", "O", "O", "Cl", "C", "C", "O", "Br", "O", "C", "C", "C", "C", "O", "C", "C", "C", "C", "C", "C", "C", "C", "H", "H", "H", "H", "H", "H", "H", "H", "H", "H", "H", "H", "H", "H", "H", "H", "H", "H", "H", "H", "H", "H", "H", "H", "H", "H", "H", "H", "H", "H", "H", "H"],
  "xyz": [[0.870, -5.137, 1.528], [0.973, -3.639, 1.872], [-0.223, -2.729, 1.449], [-1.592, -3.835, 0.955], [0.130, -1.778, 0.229], [1.300, -2.191, -0.451], [-0.828, -1.975, -0.722], [-1.580, -0.738, -1.085], [-3.191, -0.738, -0.698], [-4.040, 0.234, -1.529], [-3.655, 1.720, -1.318], [-3.532, 2.485, -2.672], [-4.182, 4.152, -2.574], [-5.523, 4.065, -2.079], [-4.128, 4.762, -3.869], [-3.059, 5.221, -1.235], [-1.299, -0.506, -2.712], [-1.869, -1.611, -3.551], [-2.900, -1.562, -4.165], [-0.807, -3.283, -3.687], [-1.001, 0.221, -0.143], [0.218, -0.193, 0.492], [1.277, 0.479, -0.416], [1.142, 2.011, -0.493], [2.486, 2.729, -0.753], [2.639, 3.795, 0.205], [-0.019, 0.348, 1.910], [1.022, -0.030, 3.012], [2.478, 0.061, 2.597], [3.243, -1.080, 2.588], [4.565, -1.064, 2.184], [5.102, 0.137, 1.781], [4.343, 1.279, 1.813], [3.030, 1.270, 2.213], [0.138, -5.680, 2.124], [1.852, -5.575, 1.778], [0.751, -5.301, 0.455], [1.054, -3.585, 2.968], [1.921, -3.298, 1.451], [-0.642, -2.175, 2.285], [-3.560, -1.770, -0.821], [-3.267, -0.484, 0.367], [-4.048, 0.011, -2.600], [-5.085, 0.130, -1.194], [-4.424, 2.225, -0.722], [-2.704, 1.863, -0.796], [-3.998, 1.926, -3.487], [-2.465, 2.573, -2.910], [-1.731, 0.444, -3.052], [-0.229, -0.464, -2.956], [1.133, 0.090, -1.426], [2.284, 0.148, -0.123], [0.501, 2.224, -1.357], [0.650, 2.464, 0.370], [2.460, 3.193, -1.747], [3.329, 2.030, -0.694], [2.928, 4.587, -0.254], [-0.161, 1.430, 1.928], [-0.980, -0.075, 2.225], [0.774, -1.008, 3.436], [0.892, 0.696, 3.829], [2.785, -2.009, 2.911], [5.110, -2.002, 2.186], [6.135, 0.136, 1.443], [4.796, 2.211, 1.482], [2.415, 2.164, 2.227]]
}

---

[4]
{
  "formula": "C22H32BCaN7",
  "method": "ωB97M-V/def2-TZVPD",
  "largest_force_ev_per_a": 3.72,
  "energy_ha": -1942.44367,
  "charge": 2,
  "species": ["C", "N", "N", "C", "C", "B", "N", "N", "C", "C", "C", "Ca", "N", "N", "C", "C", "C", "H", "H", "H", "H", "H", "H", "H", "H", "H", "H", "H", "C", "H", "H", "H", "C", "C", "C", "C", "C", "C", "C", "C", "N", "C", "C", "C", "C", "H", "H", "H", "H", "H", "H", "H", "H", "H", "H", "H", "H", "H", "H", "H", "H", "H", "H"],
  "xyz": [[2.180, -0.618, -1.387], [1.216, 0.194, -1.840], [1.796, 1.132, -2.691], [3.124, 0.865, -2.797], [3.432, -0.256, -1.949], [0.795, 2.201, -3.357], [-0.546, 1.643, -4.008], [-1.374, 0.745, -3.327], [-2.387, 0.455, -4.170], [-2.224, 1.122, -5.407], [-1.047, 1.873, -5.248], [-0.718, 0.343, -0.765], [0.373, 3.292, -2.303], [-0.388, 2.984, -1.176], [-0.524, 4.166, -0.503], [0.163, 5.202, -1.171], [0.695, 4.602, -2.315], [-1.061, 4.300, 0.436], [1.294, 5.013, -3.116], [0.291, 6.225, -0.874], [1.425, 2.747, -4.233], [-0.518, 2.528, -5.937], [3.698, 1.501, -3.506], [-2.866, 1.064, -6.278], [4.392, -0.750, -1.723], [-3.211, -0.206, -3.903], [1.876, -1.396, -0.681], [-2.403, 1.351, -0.746], [-3.168, 0.577, -0.636], [-3.848, 0.726, -1.479], [-2.729, -0.433, -0.865], [-3.552, 0.663, 0.394], [-0.042, -2.404, 5.162], [0.880, -2.076, 4.032], [1.676, -3.036, 3.373], [2.444, -2.751, 2.229], [3.139, -3.871, 1.520], [2.377, -1.456, 1.700], [1.238, -0.733, 2.140], [0.859, -0.798, 3.509], [0.293, -0.272, 1.232], [-1.049, -0.503, 1.586], [-0.794, -2.337, 1.077], [-1.307, 0.769, 2.436], [-2.644, -1.110, 1.891], [0.015, -3.479, 5.326], [0.259, -1.863, 6.065], [-1.072, -2.103, 4.920], [1.617, -4.070, 3.720], [3.796, -4.378, 2.231], [2.398, -4.602, 1.166], [3.725, -3.496, 0.675], [3.059, -1.043, 0.949], [0.360, 0.049, 3.982], [-1.235, -2.961, 1.851], [-1.319, -2.362, 0.113], [0.262, -2.572, 0.953], [-0.408, 1.363, 2.644], [-1.946, 1.382, 1.778], [-1.836, 0.558, 3.374], [-2.590, -1.768, 2.771], [-3.042, -1.670, 1.043], [-3.301, -0.261, 2.109]]
}